w | ORCA calculation (the ωB97M-V functional and the def2-TZVPD basis) on an isolated ion of composition C3H6NO2 and charge -1.

The geometry in XYZ format:
```
12
Properties=species:S:1:pos:R:3:nbo_charge:R:1
C 0.807 -1.672 -1.704 -0.411
N 0.754 -0.918 -0.458 -0.631
C -0.583 -0.480 -0.037 -0.341
C -0.454 0.830 0.796 0.746
O -1.323 1.692 0.533 -0.791
O 0.528 0.953 1.554 -0.781
H 0.230 -1.153 -2.482 0.155
H 1.845 -1.711 -2.049 0.178
H 0.535 -2.706 -1.482 0.175
H 1.379 -0.129 -0.465 0.365
H -1.234 -0.241 -0.883 0.163
H -0.941 -1.286 0.556 0.173
```

Results
net charge = -1
E_LUMO = 4.015 eV
SMILES = CNCC(=O)[O-]
Kohn-Sham gap = 7.87 eV


x | ORCA calculation (the ωB97M-V functional and the def2-TZVPD basis) on an isolated ion of composition C3H6NO2 and charge -1.

The geometry in XYZ format:
```
12
Properties=species:S:1:pos:R:3:nbo_charge:R:1
C 1.518 0.402 0.099 -0.715
C 0.204 0.706 0.851 0.652
O 0.257 1.288 1.953 -0.720
N -0.931 0.093 0.502 -0.657
C -1.177 -0.680 -0.891 0.199
O -2.333 -0.589 -1.411 -0.867
H 1.510 -0.595 -0.326 0.221
H 1.515 1.019 -0.808 0.217
H 2.348 0.588 0.757 0.221
H -1.631 -0.101 1.205 0.381
H -1.006 -1.832 -0.493 0.006
H -0.275 -0.299 -1.441 0.063
```

Results
net charge = -1
E_LUMO = 4.112 eV
SMILES = CC(=O)NC[O-]
Kohn-Sham gap = 7.15 eV


Quick one: least stable of them? x


w | ORCA calculation (the ωB97M-V functional and the def2-TZVPD basis) on a 2-piece molecular cluster, C3H6NO2 overall.

The geometry in XYZ format:
```
12
Properties=species:S:1:pos:R:3:nbo_charge:R:1
C -1.393 -1.389 -0.324 -0.450
C -0.967 0.879 -0.555 -0.056
N -1.869 -0.010 -0.488 -0.450
H -2.259 -2.036 -0.472 0.171
H -1.016 -1.493 0.688 0.217
H -0.575 -1.655 -0.999 0.193
H -1.314 1.869 -0.258 0.155
H 0.071 0.628 -0.773 0.205
O 1.784 -0.300 0.635 -0.813
C 2.336 0.821 0.769 0.625
O 2.631 1.672 -0.082 -0.779
H 2.571 1.014 1.859 -0.018
```

Results
net charge = -1
E_LUMO = 4.194 eV
Kohn-Sham gap = 8.28 eV


x | ORCA calculation (the ωB97M-V functional and the def2-TZVPD basis) on a 2-piece molecular cluster, C3H6NO2 overall.

The geometry in XYZ format:
```
12
Properties=species:S:1:pos:R:3:nbo_charge:R:1
O -0.928 -1.480 -3.107 -0.815
C -0.887 -0.751 -2.043 0.563
N -1.499 0.450 -1.795 -0.942
C 0.890 1.565 3.256 0.258
O 0.556 0.385 3.272 -0.477
C 0.144 -1.174 -1.041 -0.689
H -1.959 0.692 -2.727 0.300
H 0.668 2.179 2.449 0.124
H 1.684 1.889 3.906 0.094
H 1.202 -0.917 -1.353 0.196
H 0.030 -2.237 -0.750 0.193
H 0.098 -0.601 -0.067 0.194
```

Results
net charge = -1
E_LUMO = 2.887 eV
Kohn-Sham gap = 5.83 eV


y | ORCA calculation (the ωB97M-V functional and the def2-TZVPD basis) on a 2-piece molecular cluster, C3H6NO2 overall.

The geometry in XYZ format:
```
12
Properties=species:S:1:pos:R:3:nbo_charge:R:1
C -0.260 -0.778 1.384 -0.460
C -1.618 0.416 0.024 -0.077
N -1.590 -0.241 1.099 -0.438
H 0.021 -0.571 2.415 0.172
H 0.464 -0.371 0.680 0.244
H -0.294 -1.863 1.252 0.179
H -2.457 1.037 -0.283 0.137
H -0.692 0.485 -0.546 0.207
O 0.995 -0.601 -1.719 -0.789
C 1.592 0.475 -1.513 0.622
O 1.432 1.268 -0.557 -0.795
H 2.407 0.744 -2.237 -0.001
```

Results
net charge = -1
E_LUMO = 4.501 eV
Kohn-Sham gap = 8.63 eV


z | ORCA calculation (the ωB97M-V functional and the def2-TZVPD basis) on a 2-piece molecular cluster, C3H6NO2 overall.

The geometry in XYZ format:
```
12
Properties=species:S:1:pos:R:3:nbo_charge:R:1
C 0.064 0.366 -0.300 0.179
C -0.839 -0.550 1.625 -0.668
C 1.323 -0.338 -0.616 -0.715
N -0.680 1.092 -1.055 0.306
O -0.118 1.529 -2.168 -0.682
O -1.803 1.566 -0.817 -0.591
H -0.489 -0.113 2.531 0.167
H -1.884 -0.588 1.564 0.184
H -0.331 -1.504 1.525 0.165
H 2.052 -0.152 0.174 0.204
H 1.714 0.098 -1.595 0.254
H 0.992 -1.406 -0.868 0.196
```

Results
net charge = -1
E_LUMO = 4.176 eV
Kohn-Sham gap = 7.12 eV


Quick one: least stable of them? z